# 1
Formula: C14H5F4N2O4
Source: the OMol25 dataset
Level of theory: ωB97M-V/def2-TZVPD

Values from the calculation:
- HOMO (eV) = -4.05
- lowest unoccupied orbital energy (eV) = -0.23
- largest force on an atom (eV/Å) = 3.1
- total charge = -1
- orbital gap (eV) = 3.82

Geometry as XYZ:
```
29
Properties=species:S:1:pos:R:3:mulliken_charge:R:1
F 0.82 -3.77 -2.10 -0.26
C 0.67 -3.42 -0.81 0.42
C 1.14 -2.25 -0.35 0.22
F 1.76 -1.38 -1.19 -0.30
C 1.40 -2.05 1.09 0.36
O 2.13 -1.14 1.49 -0.53
C 0.98 -3.13 1.98 0.40
F 1.25 -3.00 3.29 -0.27
C 0.37 -4.25 1.52 0.39
F -0.04 -5.21 2.36 -0.27
C 0.20 -4.48 0.10 0.35
O -0.27 -5.54 -0.33 -0.55
C -1.41 0.28 -0.75 -1.18
N -1.35 -0.21 -2.04 1.02
O -2.06 -1.22 -2.35 -0.75
O -0.66 0.40 -2.93 -0.75
C -0.99 1.62 -0.44 0.94
C -0.15 2.36 -1.31 -0.45
C 0.42 3.56 -0.92 -0.59
C 0.12 4.10 0.33 0.50
C 0.79 5.26 0.78 0.13
N 1.35 6.20 1.18 -0.60
C -0.83 3.47 1.15 -0.49
C -1.41 2.28 0.76 -0.81
H -2.08 -0.24 -0.06 0.36
H 0.02 1.94 -2.31 0.55
H 1.10 4.05 -1.60 0.40
H -1.09 3.93 2.09 0.42
H -2.20 1.84 1.36 0.34
```



# 2
Formula: C12H14BrF3IrNO5Se2
Source: the OMol25 dataset
Level of theory: ωB97M-V/def2-TZVPD

Values from the calculation:
- HOMO (eV) = -7.11
- lowest unoccupied orbital energy (eV) = 0.27
- largest force on an atom (eV/Å) = 1.4
- total charge = 0
- orbital gap (eV) = 7.38

Geometry as XYZ:
```
39
Properties=species:S:1:pos:R:3:mulliken_charge:R:1
Ir -0.21 -0.33 0.14 0.43
O 3.44 3.46 -2.17 -0.51
C 3.36 3.03 -0.82 -1.50
C 2.24 1.98 -0.69 1.41
C 2.26 1.65 0.80 -1.10
O 1.27 0.69 1.21 -0.17
C 2.62 0.79 -1.57 -1.27
Se 1.48 -0.81 -1.50 -0.15
C 0.95 2.64 -1.20 -1.14
Se -0.78 1.81 -0.77 -0.22
H 4.15 4.10 -2.25 0.32
H 3.13 3.88 -0.17 0.50
H 4.31 2.59 -0.49 0.48
H 2.07 2.56 1.37 0.44
H 3.24 1.25 1.06 0.47
H 1.37 0.46 2.14 0.20
H 3.62 0.46 -1.31 0.48
H 2.64 1.14 -2.60 0.54
H 1.02 2.71 -2.28 0.50
H 0.87 3.65 -0.80 0.50
O -5.50 -3.14 -1.20 -0.53
C -4.33 -2.50 -1.04 1.04
C -4.23 -1.13 -0.82 -0.84
C -2.98 -0.59 -0.65 -0.28
N -1.83 -1.29 -0.69 -0.02
C -1.95 -2.60 -0.94 0.17
Br -0.41 -3.66 -1.08 -0.04
C -3.16 -3.24 -1.12 -0.56
H -6.23 -2.53 -1.13 0.30
H -5.10 -0.50 -0.77 0.32
H -2.88 0.47 -0.47 0.36
H -3.20 -4.30 -1.30 0.43
F 0.51 -3.17 4.05 -0.26
C -0.11 -2.00 3.89 0.75
F -1.27 -2.04 4.56 -0.25
F 0.66 -1.05 4.46 -0.27
C -0.30 -1.62 2.41 0.71
O 0.49 -2.06 1.55 -0.52
O -1.19 -0.76 2.19 -0.70
```



# 3
Formula: C4H5N3O
Source: the OMol25 dataset
Level of theory: ωB97M-V/def2-TZVPD

Values from the calculation:
- structure (SMILES) = [H]/N=C1/NN=C[C@@H]2O[C@@H]12
- HOMO (eV) = -9.36
- lowest unoccupied orbital energy (eV) = 0.65
- largest force on an atom (eV/Å) = 3.0
- total charge = 0
- orbital gap (eV) = 10.01

Geometry as XYZ:
```
13
Properties=species:S:1:pos:R:3:mulliken_charge:R:1
C -1.15 -0.13 -0.11 0.35
C 1.57 0.68 0.17 -0.12
C 1.00 -0.63 0.51 0.06
C 0.06 -0.80 -0.60 0.03
H -2.71 -1.32 0.34 0.24
H -1.21 1.99 0.07 0.29
H 2.67 0.81 0.11 0.37
H 0.69 -0.75 1.50 0.32
H 0.35 -0.42 -1.62 0.31
N -2.37 -0.37 0.22 -0.78
N -0.63 1.19 -0.24 -0.03
N 0.73 1.63 -0.14 -0.60
O 1.01 -1.89 -0.22 -0.44
```



# 4
Formula: C21H40Cl3N4O3PtSSi
Source: the OMol25 dataset
Level of theory: ωB97M-V/def2-TZVPD

Values from the calculation:
- HOMO (alpha / beta) (eV) = -1.91 / -3.99
- lowest unoccupied orbital energy (alpha / beta) (eV) = 2.44 / 2.40
- largest force on an atom (eV/Å) = 4.1
- total charge = -1
- orbital gap (alpha / beta) (eV) = 4.35 / 6.40
- multiplicity = 3

Geometry as XYZ:
```
74
Properties=species:S:1:pos:R:3:lowdin_spin:R:1
C 1.91 -2.19 -2.98 0.00
C 1.50 -3.30 -2.07 0.00
H 3.00 -2.10 -3.08 0.00
H 1.49 -1.23 -2.63 0.00
H 1.53 -2.38 -4.00 0.00
C 2.16 -4.48 -2.01 0.00
C 3.37 -4.83 -2.81 0.00
H 1.78 -5.26 -1.36 0.00
H 4.16 -4.08 -2.73 0.00
H 3.15 -4.99 -3.87 0.00
H 3.77 -5.78 -2.45 0.00
Pt -0.84 3.17 -0.99 1.25
Cl -2.73 3.97 -2.17 0.17
Cl -1.23 1.01 -1.83 0.12
C -3.15 2.10 0.61 0.00
O -1.99 2.62 0.74 0.08
N -3.72 1.56 1.68 0.00
C -3.01 1.58 2.96 0.00
C -4.99 0.85 1.60 0.00
H -3.71 2.10 -0.33 0.00
H -2.74 2.60 3.24 0.00
H -2.10 0.96 2.91 0.00
H -3.69 1.16 3.70 0.00
H -5.57 1.28 0.77 0.00
H -5.53 0.98 2.54 0.00
H -4.85 -0.22 1.43 0.00
H 4.03 4.39 -1.63 0.00
H 3.00 1.52 -1.15 0.00
C 4.23 4.19 -0.56 0.00
C 3.48 1.86 -0.21 0.00
N 3.26 3.28 0.03 0.02
H 4.19 5.14 -0.02 0.00
C 2.04 3.73 0.37 0.03
O 1.04 2.99 0.51 0.03
H 3.10 1.27 0.63 0.00
H 1.99 4.83 0.53 0.00
H 5.22 3.74 -0.46 0.00
H 4.56 1.74 -0.29 0.00
O 0.50 -1.83 -0.45 0.00
C 0.25 -3.00 -1.24 0.00
C 0.49 -4.77 0.61 0.00
C -0.26 -4.20 -0.43 0.00
H 1.50 -4.40 0.81 0.00
C -0.07 -5.78 1.40 0.00
H -0.51 -2.67 -1.95 0.00
C -1.49 -4.76 -0.79 0.00
H 0.49 -6.17 2.25 0.00
C -1.34 -6.29 1.09 0.00
C -2.02 -5.81 -0.03 0.00
H -2.02 -4.35 -1.66 0.00
H -1.77 -7.09 1.70 0.00
H -2.98 -6.24 -0.32 0.00
Si -0.02 -1.36 1.08 0.00
Cl 0.95 3.27 -2.55 0.12
C 1.00 -2.24 2.40 0.00
C -1.81 -1.86 1.30 0.00
C 0.32 0.43 1.28 0.00
H 0.71 -3.28 2.61 0.00
H 0.90 -1.69 3.35 0.00
H 2.06 -2.24 2.14 0.00
H 1.36 0.65 1.03 0.00
H 0.11 0.79 2.29 0.00
H -0.33 0.99 0.59 0.00
H -1.98 -2.95 1.30 0.00
H -2.43 -1.42 0.50 0.00
H -2.15 -1.46 2.27 0.00
N -0.20 7.64 -0.01 0.03
C -0.90 6.61 -0.51 0.04
N -1.75 6.81 -1.52 0.01
S -0.72 5.12 0.30 0.07
H -0.26 8.58 -0.39 0.00
H 0.47 7.45 0.72 0.00
H -2.23 5.99 -1.92 0.00
H -1.98 7.74 -1.83 0.00
```



# 5
Formula: C2HCl2IO
Source: the OMol25 dataset
Level of theory: ωB97M-V/def2-TZVPD

Values from the calculation:
- HOMO (alpha / beta) (eV) = -9.82 / -9.32
- lowest unoccupied orbital energy (alpha / beta) (eV) = -2.09 / -2.58
- largest force on an atom (eV/Å) = 0.6
- total charge = 0
- orbital gap (alpha / beta) (eV) = 7.74 / 6.74

Geometry as XYZ:
```
7
Properties=species:S:1:pos:R:3:mulliken_charge:R:1
C -0.60 -0.30 -0.33 -0.05
C 0.05 -0.26 -1.61 0.39
O -1.80 -0.39 -0.17 -0.46
Cl -0.88 -0.32 -3.02 -0.09
Cl 1.70 0.03 -1.75 -0.11
I -3.72 -2.10 1.58 0.01
H 0.10 -0.20 0.51 0.31
```



# 6
Formula: C22H45CrN2OP3Se
Source: the OMol25 dataset
Level of theory: ωB97M-V/def2-TZVPD

Values from the calculation:
- HOMO (alpha / beta) (eV) = -16.29 / -16.43
- lowest unoccupied orbital energy (alpha / beta) (eV) = -10.62 / -10.03
- largest force on an atom (eV/Å) = 3.7
- total charge = +3
- orbital gap (alpha / beta) (eV) = 5.66 / 6.40
- multiplicity = 4

Geometry as XYZ:
```
75
Properties=species:S:1:pos:R:3:lowdin_spin:R:1
Cr 0.29 0.73 -0.14 2.09
P 1.62 1.53 1.43 0.02
P -0.63 2.70 -0.69 0.00
P 2.16 -0.08 -1.32 -0.02
H -2.56 -3.75 0.50 0.00
C -1.63 -3.88 -0.11 0.00
C -0.47 -4.26 0.47 0.00
H -0.41 -4.37 1.54 0.00
C 0.67 2.12 2.89 0.00
C 2.61 3.07 1.07 0.02
C 2.91 0.54 2.29 0.00
C -2.42 2.36 -0.79 0.00
C -0.62 4.22 0.27 0.01
C -0.11 3.13 -2.36 0.01
C 2.61 -1.75 -0.64 0.00
C 3.77 0.82 -1.27 -0.01
C 2.02 -0.44 -3.10 0.00
H -1.76 -3.83 -1.22 0.00
H 0.42 -4.40 -0.13 0.00
H 0.57 1.30 3.61 0.00
H -0.35 2.46 2.62 0.00
H 1.22 2.95 3.37 0.00
H 2.24 3.63 0.20 0.00
H 3.66 2.81 0.89 0.00
H 2.57 3.71 1.97 0.00
H 2.57 -0.46 2.59 0.00
H 3.18 1.10 3.21 0.00
H 3.82 0.43 1.68 0.00
H -2.70 2.31 -1.85 0.00
H -3.04 3.10 -0.27 0.00
H -2.55 1.38 -0.31 0.00
H -0.71 5.04 -0.45 0.00
H 0.33 4.29 0.82 0.00
H -1.47 4.21 0.96 0.00
H -0.61 4.07 -2.63 0.00
H -0.40 2.32 -3.03 0.00
H 0.98 3.24 -2.37 0.00
H 3.18 -2.30 -1.40 0.00
H 1.69 -2.31 -0.40 0.00
H 3.21 -1.65 0.28 0.00
H 4.43 0.43 -2.07 0.00
H 4.27 0.70 -0.30 0.00
H 3.60 1.89 -1.45 0.00
H 2.91 -1.01 -3.44 0.00
H 1.97 0.50 -3.65 0.00
H 1.10 -1.00 -3.29 0.00
C -1.58 -0.76 -3.03 0.12
C -2.72 -0.44 -3.80 0.14
C -3.07 -1.26 -4.80 0.00
C -2.41 -2.49 -4.95 0.25
C -1.39 -2.91 -4.09 0.03
C -0.98 -2.08 -3.05 0.15
O -1.11 0.38 -2.63 0.27
H 0.41 -0.48 -0.86 -0.03
H -3.15 0.55 -3.69 0.00
H -3.91 -0.85 -5.35 0.00
H -2.76 -3.20 -5.69 0.01
H -0.96 -3.91 -4.23 0.00
H -0.19 -2.38 -2.33 0.00
C -3.42 0.05 2.87 0.00
N -2.17 -0.49 3.38 0.00
C -1.93 -0.75 4.73 0.00
C -0.75 -1.40 4.80 0.00
N -0.29 -1.55 3.51 0.00
C 0.90 -2.32 3.18 0.00
C -1.13 -0.94 2.62 0.00
Se -1.09 -1.15 0.73 -0.06
H -3.50 1.11 3.15 0.00
H -4.26 -0.52 3.28 0.00
H -3.47 -0.05 1.77 0.00
H -2.57 -0.49 5.56 0.00
H -0.19 -1.74 5.66 0.00
H 1.71 -1.95 3.82 0.00
H 0.74 -3.39 3.39 0.00
H 1.10 -2.19 2.11 0.00
```